Record 1
15
Properties=species:S:1:pos:R:3:forces:R:3 method="wB97M-V/def2-TZVPD" homo_ev="-13.3 / -13.3" total_charge=+1 relative_energy_kj_mol=145.0 orbital_gap_ev="7.61 / 7.61"
C -0.926118 1.376218 -0.138254 -0.2 0.3 0.7
C 0.059691 0.113913 -1.804870 -0.3 0.1 0.2
C -0.226803 0.439834 0.893115 0.0 0.4 0.1
C 0.336079 -0.924836 0.338768 -0.3 2.9 0.6
N -0.560078 1.133494 -1.413008 0.4 0.2 -1.2
N 0.412199 -1.003004 -0.971381 0.0 -0.5 -0.3
N 0.853213 -1.758326 1.200142 -0.1 -0.3 -0.3
Cl -1.002765 3.852838 0.010769 0.6 -2.8 0.2
H -1.982263 1.548188 -0.004407 -0.1 -0.1 0.0
H 0.343461 -0.008707 -2.838493 0.1 -0.1 -0.1
H 0.623416 0.957526 1.349119 0.1 -0.1 0.0
H -0.935559 0.223050 1.693583 0.1 0.0 0.0
H 0.821702 -1.812400 -1.426911 0.0 0.1 0.0
H 1.367369 -2.584447 0.921962 -0.1 0.0 0.0
H 0.816455 -1.553343 2.189867 -0.1 0.0 -0.1



Record 2
15
Properties=species:S:1:pos:R:3:forces:R:3 method="wB97M-V/def2-TZVPD" homo_ev="-10.6 / -14.0" total_charge=+1 spin_multiplicity=3 relative_energy_kj_mol=150.7 orbital_gap_ev="7.19 / 6.97"
C 0.554368 1.254144 0.440677 -4.1 -2.9 2.0
C -0.356737 0.133231 0.797944 1.3 5.8 0.4
C 1.575727 1.436346 -0.441692 1.5 1.3 0.3
C 2.739505 -0.503055 -1.357996 -0.9 1.6 1.0
N 2.099567 0.399777 -1.007215 1.3 -1.0 -1.2
N -0.174890 -1.056516 0.384028 1.0 -3.5 -2.0
N -1.114032 -1.882526 0.739638 0.4 -2.3 0.3
Cl -2.955766 0.533206 -0.699586 -2.7 0.5 -1.0
H 0.341838 2.067416 1.019253 -0.7 2.3 1.2
H -1.289874 0.271816 1.427114 1.3 0.7 -0.4
H 2.199009 2.392241 -0.474130 -1.2 -1.4 -0.2
H 3.223431 -1.255460 -1.829880 1.1 -2.0 -1.4
H -4.263624 0.770507 -1.142145 2.5 -0.5 0.9
H -0.873844 -2.887127 0.602154 -0.5 1.1 0.0
H -1.704684 -1.673995 1.541834 -0.3 0.1 -0.1



Record 3
15
Properties=species:S:1:pos:R:3:forces:R:3 method="wB97M-V/def2-TZVPD" homo_ev="-10.5 / -13.4" total_charge=+1 spin_multiplicity=3 relative_energy_kj_mol=184.7 orbital_gap_ev="6.19 / 6.76"
C -2.726156 -0.326252 -0.133369 1.4 -1.1 -0.3
C 0.268715 -1.403353 0.614806 -0.3 2.2 -1.6
C -0.755640 -1.731058 -0.436852 2.2 0.3 -0.5
C 1.203065 2.033903 -0.159672 -0.1 0.2 -1.2
N -1.878788 -1.130732 -0.314224 -1.7 1.1 -0.1
N 0.570054 0.884200 0.333817 -3.0 2.3 1.8
N 1.010424 -0.264555 0.053340 3.9 -2.1 -1.4
Cl -4.142999 0.203937 0.251017 -1.5 0.6 0.3
H -0.231440 -1.128070 1.505920 -0.1 0.2 1.1
H 0.983879 -2.108909 0.712224 1.8 -2.9 0.7
H -0.351337 -1.903204 -1.433413 -0.6 -0.6 0.0
H 2.036099 1.833458 -0.873752 -0.7 0.3 0.0
H 0.355832 2.651778 -0.501670 0.6 0.0 -0.9
H 1.572969 2.670315 0.599191 0.8 0.4 1.3
H 2.085325 -0.281452 -0.217366 -2.6 -0.9 0.7



Record 4
13
Properties=species:S:1:pos:R:3:forces:R:3 method="wB97M-V/def2-TZVPD" homo_ev=-10.1 smiles="CC[C@@H](Cl)C=O" relative_energy_kj_mol=134.6 orbital_gap_ev=10.78
C 0.248175 0.311906 -1.786597 -2.2 -1.3 1.5
C 0.483321 0.394275 -0.303096 1.7 -0.7 0.5
C -0.682626 -0.193230 0.542576 1.3 2.0 1.7
Cl -1.384230 -1.701670 0.148710 -0.9 -1.3 -1.2
C -0.052465 -0.482987 1.909860 2.0 0.7 2.3
O 0.984635 0.050034 2.282583 -1.4 -0.4 -0.7
H 0.341546 -0.765771 -2.074292 0.3 1.2 -0.4
H 0.656095 1.084719 -2.373561 1.1 0.4 -0.8
H -0.815606 0.504647 -1.755874 -0.7 0.0 -1.1
H 1.522286 0.046882 -0.065398 -1.1 -0.7 0.2
H 0.597734 1.354708 0.155970 -0.3 1.2 -0.4
H -1.465216 0.641468 0.662747 0.8 -1.5 -0.3
H -0.433648 -1.244981 2.656371 -0.6 0.4 -1.2



Record 5
16
Properties=species:S:1:pos:R:3:forces:R:3 method="wB97M-V/def2-TZVPD" homo_ev=-5.1 total_charge=-1 smiles="CO[P@@](=O)([O-])C/C=C/Cl" relative_energy_kj_mol=41.7 orbital_gap_ev=8.26
C 2.698767 -0.529833 -0.317447 0.1 -0.4 0.0
O 1.564508 -0.860336 -1.076398 0.9 -1.0 -0.8
P 0.477348 0.260759 -1.560075 -1.3 -1.5 3.1
O 1.068116 1.596050 -1.405981 0.3 1.1 -0.3
O -0.218105 -0.354932 -2.691760 -0.3 0.2 -1.6
C -0.784324 -0.273200 -0.071731 -0.2 0.8 -2.1
C -1.690624 0.636714 0.743539 -0.6 -2.1 -0.3
C -2.435414 0.228147 1.780456 0.2 4.1 -1.9
Cl -3.670934 1.385425 2.470185 0.7 -0.9 -0.3
H 2.899327 0.527603 -0.507615 1.3 -0.3 -0.7
H 3.510796 -1.381921 -0.319416 -1.4 2.0 -0.5
H 2.377370 -0.408864 0.684336 -0.3 -0.5 1.7
H -1.409725 -0.853841 -0.835074 0.5 0.5 1.5
H -0.145813 -0.921795 0.489855 -0.1 -0.6 0.6
H -1.993185 1.528325 0.266659 -0.1 1.2 -0.4
H -2.248106 -0.578301 2.350464 0.2 -2.7 1.9



Record 6
14
Properties=species:S:1:pos:R:3:forces:R:3 method="wB97M-V/def2-TZVPD" homo_ev="-9.1 / -9.1" smiles="C=[S@@](=O)(Cl)C1CC1" relative_energy_kj_mol=406.7 orbital_gap_ev="8.63 / 8.62"
C 1.544388 2.023649 -0.919956 0.7 -0.5 -0.7
S 1.498300 0.470113 -0.607042 -1.4 -0.9 -1.6
O 2.059984 -0.258805 -1.728626 0.4 -0.6 0.6
Cl 2.513509 -0.425070 1.166380 -0.5 0.2 -0.4
C -0.334825 -0.085150 -0.459742 2.7 -0.5 0.2
C -0.437547 -1.556573 -0.800827 -2.6 -0.8 -1.6
C -0.773937 -1.030768 0.582192 2.5 -0.8 0.1
H 2.368361 2.305711 -1.542955 0.4 0.0 -0.2
H 1.190459 2.729262 -0.272579 -1.1 1.6 1.7
H -0.942936 0.678495 -0.917574 -0.1 -0.1 0.1
H 0.470778 -2.217078 -1.006462 -1.3 1.3 0.8
H -1.359155 -1.849881 -1.438953 1.9 0.7 0.8
H -1.628816 -0.811890 1.135496 -2.0 -0.2 0.0
H -0.047179 -1.482123 1.245516 0.4 0.8 0.3



Record 7
13
Properties=species:S:1:pos:R:3:forces:R:3 method="wB97M-V/def2-TZVPD" homo_ev=-8.3 relative_energy_kj_mol=57.5 orbital_gap_ev=9.07
C 2.815401 -0.548822 0.576172 0.6 -1.2 1.0
S 1.658902 0.207201 -0.524604 1.2 2.4 -0.7
C 0.199215 -0.491044 -0.057005 0.1 -1.1 0.2
C -0.882161 0.244049 0.073929 -0.8 -1.1 0.3
C -0.884489 1.690565 0.291237 1.7 1.4 -1.8
Cl -2.402866 -0.652779 -0.005471 0.1 0.5 0.3
H 3.851294 -0.146283 0.558725 -0.9 0.1 -0.3
H 2.460909 -0.562328 1.642484 0.3 0.0 -1.1
H 2.853222 -1.548719 0.134076 0.4 -0.3 0.9
H 0.207677 -1.559822 -0.002240 -0.5 -0.6 -0.2
H -0.096447 1.965822 1.047995 -0.9 -0.1 -0.8
H -1.840728 2.068680 0.511453 -1.2 0.4 0.7
H -0.617431 2.196188 -0.711816 -0.2 -0.5 1.5



Record 8
14
Properties=species:S:1:pos:R:3:forces:R:3 method="wB97M-V/def2-TZVPD" homo_ev=-8.2 smiles=SC[C@@H]1[C@H](S)[C@@H]1Cl relative_energy_kj_mol=449.9 orbital_gap_ev=8.58
S 1.642358 -0.367015 -1.337381 -2.0 2.6 0.5
C 2.043802 0.275294 0.419007 0.6 2.7 -4.2
C 0.746130 0.581973 1.063350 2.7 -3.2 2.5
C -0.410313 -0.414770 1.317593 -0.2 -3.4 1.6
S -1.076074 -1.756966 0.216215 0.3 3.0 -2.7
C -0.603676 1.009242 0.974150 -1.9 1.5 -0.5
Cl -1.412661 1.359859 -0.551552 -0.4 0.8 -0.3
H 0.302079 0.627843 -1.425219 3.4 -2.3 -0.1
H 2.666881 -0.434120 0.923744 -0.1 -0.6 0.4
H 2.714018 1.259932 0.284363 -1.5 -2.1 0.4
H 1.137700 0.769619 2.051403 -0.6 0.8 0.8
H -0.504366 -1.070102 2.363396 0.1 2.8 -2.3
H -1.142333 -0.809896 -1.151369 0.1 -2.7 3.3
H -0.874946 1.812387 1.624108 -0.4 0.0 0.6



Record 9
14
Properties=species:S:1:pos:R:3:forces:R:3 method="wB97M-V/def2-TZVPD" homo_ev=-8.8 smiles="CCSC(=S)CCl" relative_energy_kj_mol=44.3 orbital_gap_ev=8.41
C -3.297019 -1.184849 -0.065371 -2.9 1.5 2.0
C -2.270669 -0.084187 -0.257589 -0.4 1.6 -1.1
S -0.696312 -0.714767 0.302156 -0.3 -1.4 0.1
C 0.354115 0.567038 0.151157 -0.1 1.8 -0.1
S -0.118091 2.133239 -0.129019 0.4 -0.6 -0.1
C 1.803325 0.321653 0.431344 1.0 0.6 0.7
Cl 2.626914 -1.098131 -0.282389 -0.4 0.2 0.0
H -3.503739 -1.382459 1.047044 0.5 0.1 -1.5
H -4.346983 -0.915225 -0.474208 1.8 -0.2 0.4
H -3.011167 -2.079118 -0.538483 0.5 -1.2 -0.5
H -2.184587 0.147017 -1.345034 0.2 -0.3 0.5
H -2.447518 0.963571 0.143953 -0.1 -1.6 0.2
H 2.314463 1.231330 0.131570 0.2 -0.2 -0.4
H 2.013938 0.289635 1.508321 -0.5 -0.3 -0.1



Record 10
14
Properties=species:S:1:pos:R:3:forces:R:3 method="wB97M-V/def2-TZVPD" homo_ev="-5.6 / -5.6" relative_energy_kj_mol=69.8 orbital_gap_ev="5.22 / 5.22"
H -1.842076 -3.024163 -1.948731 0.0 0.0 0.4
O 1.057180 -0.436032 -2.279017 0.1 0.1 0.2
C 0.359943 0.135754 -1.265733 0.0 0.4 0.1
C 0.977269 0.740120 -0.246072 0.2 0.0 -0.7
C 0.248822 1.439372 0.864381 0.4 0.3 0.3
C -0.220060 0.475627 1.916762 0.1 -1.3 0.1
O -0.656485 -0.633730 1.676315 0.0 0.7 0.3
Cs -2.011453 -3.677224 0.897266 0.2 0.4 -0.5
H 0.459264 -0.824560 -2.923213 -0.2 -0.2 0.1
H -0.730992 0.121569 -1.355341 0.3 -0.1 0.0
H 2.071093 0.752141 -0.225050 -0.4 -0.1 0.0
H -0.605171 2.037382 0.515245 0.1 -0.2 0.1
H 0.926007 2.133141 1.398373 -0.3 -0.1 -0.4
H -0.033342 0.760604 2.974814 -0.3 0.1 -0.1